Molecular formula: C4H10O2
Method: DFT, wB97M-V/def2-TZVPD

XYZ file:
```
16
Properties=species:S:1:pos:R:3:forces:R:3
C 0.1051 -0.2625 -1.5894 0.67 -1.59 -1.01
C -0.0941 -0.0256 0.9939 -0.63 -0.34 1.79
C 0.4086 -0.8281 -0.1608 1.70 0.30 1.35
C -1.6033 0.2937 1.0801 -0.31 -1.39 -1.31
O -1.1006 -0.2853 -1.7825 -2.52 0.45 -0.57
H 0.4996 0.8134 -1.3082 1.76 0.82 1.50
H 0.6953 -0.6452 -2.4291 0.72 0.09 0.03
H 1.5107 -0.6683 -0.2048 -0.36 0.03 -0.09
H -0.0432 -0.6900 1.8727 0.64 -0.08 -0.24
H 0.2371 -1.8837 -0.0283 -0.92 -0.43 -0.74
H -2.0367 0.2262 2.0697 0.35 0.89 0.39
H 0.6139 0.7756 1.1874 -0.52 0.32 -0.06
H -2.0931 -0.5680 0.6248 -0.06 -0.31 -0.19
H 2.7937 1.5516 -0.6359 -0.19 -0.03 -0.29
H -1.9838 1.0756 0.4417 0.13 0.78 0.32
O 2.0908 1.1206 -0.1314 -0.48 0.50 -0.88
```
Positions in Å, forces in eV/Å.

For the relative energy (zero: lowest compared OMol25 entry of this formula, charge and spin), the calculation gives 7.589 eV. The calculation puts the HOMO energy at -9.73 eV. The charge is 0. The LUMO energy is -3.544 eV. The calculation puts the gap between HOMO and LUMO at 6.2 eV. The molar mass is 90.12 g mol⁻¹. Its max |F| is 2.6 eV/Å.

Molecular formula: C4H10O2
Method: DFT, wB97M-V/def2-TZVPD

XYZ file:
```
16
Properties=species:S:1:pos:R:3:forces:R:3
C 2.3140 0.1813 0.3417 -0.23 0.37 0.29
C 1.7533 -1.1735 0.0502 0.16 -0.76 -1.00
O 0.9316 -1.6221 1.0169 -0.17 -0.48 -0.19
O 1.9760 -1.8439 -0.9423 -0.11 0.78 0.88
H 0.6244 -2.4915 0.6844 0.09 0.37 0.31
H 2.1196 0.8410 -0.5083 0.24 -0.19 0.04
H 3.3868 0.1016 0.5268 -0.08 0.03 -0.17
H 1.8319 0.6163 1.2224 0.14 -0.14 -0.14
C -1.2064 0.9743 -0.0918 0.25 0.14 0.08
C -2.5312 0.3766 -0.5016 -0.28 -0.10 -0.09
H -2.5888 0.2910 -1.5908 -0.12 -0.01 0.13
H -3.3586 1.0033 -0.1580 -0.01 -0.16 -0.07
H -2.6499 -0.6227 -0.0722 -0.08 0.10 -0.10
H -1.1182 2.0078 -0.4378 0.05 -0.08 0.06
H -1.0922 0.9607 0.9964 0.09 0.04 -0.14
H -0.3924 0.3999 -0.5360 0.06 0.08 0.09
```
Positions in Å, forces in eV/Å.

For the relative energy (zero: lowest compared OMol25 entry of this formula, charge and spin), the calculation gives 0.000 eV. The calculation puts the HOMO energy at -10.61 eV. The charge is 0. The LUMO energy is 0.761 eV. Its SMILES is CC(=O)O.CC. The calculation puts the gap between HOMO and LUMO at 11.4 eV. The molar mass is 90.12 g mol⁻¹. Its max |F| is 1.3 eV/Å.

Molecular formula: C4H10O2
Method: DFT, wB97M-V/def2-TZVPD

XYZ file:
```
16
Properties=species:S:1:pos:R:3:forces:R:3
C -1.7187 1.3016 -0.3520 0.50 0.16 -1.86
C 1.2974 -1.4634 0.6133 -1.49 1.39 1.18
C -1.1971 0.1014 0.4032 4.39 2.96 -0.30
C 0.8416 -0.1803 -0.0307 -2.64 0.37 0.83
O 1.5258 0.9797 0.3367 -2.07 1.33 -0.67
O 0.8646 -0.3096 -1.3813 -0.35 0.54 -1.88
H -1.4359 1.0562 -1.4216 -1.04 0.59 0.70
H -1.0851 2.2146 -0.1520 -0.83 -0.71 0.23
H -2.8373 1.5828 -0.2269 1.92 -0.64 -0.23
H 2.3026 -1.6512 0.7126 2.95 0.49 -0.24
H 0.9850 -2.2725 0.0187 -1.16 -1.12 -0.38
H 0.9862 -1.5064 1.6446 -0.72 -0.32 0.24
H -1.1729 0.3654 1.4173 0.09 -0.38 1.72
H -1.5251 -0.8278 0.1804 -1.40 -2.73 -0.73
H 0.9288 1.7360 -0.0416 1.82 -1.88 1.03
H 1.2399 -1.1267 -1.7207 0.05 -0.03 0.36
```
Positions in Å, forces in eV/Å.

For the relative energy (zero: lowest compared OMol25 entry of this formula, charge and spin), the calculation gives 2.957 eV. The calculation puts the HOMO energy at -8.52 eV. The charge is 0. The LUMO energy is 0.792 eV. The calculation puts the gap between HOMO and LUMO at 9.3 eV. The molar mass is 90.12 g mol⁻¹. Its max |F| is 5.3 eV/Å.

Molecular formula: C4H10O2
Method: DFT, wB97M-V/def2-TZVPD

XYZ file:
```
16
Properties=species:S:1:pos:R:3:forces:R:3
C -2.1458 2.2863 0.0975 -0.92 -0.76 -1.85
O -2.0743 2.9568 -1.2564 -0.66 -0.48 2.29
C -1.5171 0.9087 -0.1690 1.99 -1.78 -0.42
H -3.2694 2.1272 0.4898 2.50 0.80 -0.89
H -1.5258 2.9485 0.7394 -0.65 -0.83 0.10
H -1.9863 3.8491 -0.9299 -0.07 0.80 -0.77
H -2.1741 0.0233 -0.0271 0.16 0.80 0.22
H -0.5915 0.7198 0.4565 -1.16 0.26 -0.27
H -1.0633 0.7049 -1.2282 -1.18 1.16 1.60
O 1.0116 -2.1762 1.3369 2.85 -0.29 -1.71
C 1.7998 -2.5162 0.4455 -2.34 0.82 -0.19
C 3.1030 -1.9519 -0.2003 -1.82 1.25 2.18
H 1.4482 -3.3365 -0.2355 0.24 -0.12 0.53
H 3.7731 -2.7127 0.0286 1.49 -1.72 -0.31
H 2.8831 -1.8558 -1.2558 0.27 0.03 -0.14
H 3.5681 -1.0739 0.2757 -0.69 0.05 -0.36
```
Positions in Å, forces in eV/Å.

For the relative energy (zero: lowest compared OMol25 entry of this formula, charge and spin), the calculation gives 2.562 eV. The calculation puts the HOMO energy at -9.93 eV. The charge is 0. The LUMO energy is 0.897 eV. Its SMILES is CC=O.CCO. The calculation puts the gap between HOMO and LUMO at 10.8 eV. The molar mass is 90.12 g mol⁻¹. Its max |F| is 3.3 eV/Å.

Molecular formula: C4H10O2
Method: DFT, wB97M-V/def2-TZVPD

XYZ file:
```
16
Properties=species:S:1:pos:R:3:forces:R:3
C 2.0381 1.3523 0.5238 0.42 0.20 -0.16
O 0.9749 0.9467 1.3512 -0.22 0.11 0.04
C -0.8915 -0.6139 -0.8663 -0.04 -0.14 -0.33
C -0.1373 -1.5889 -0.0085 0.03 -0.03 0.14
C -2.1408 -0.0188 -0.4029 -0.44 -0.02 0.10
O -0.9777 0.7849 -0.5463 0.35 0.05 0.07
H 2.6254 0.4970 0.1565 -0.13 0.06 0.08
H 1.6856 1.9158 -0.3494 0.05 -0.06 0.12
H 2.7141 1.9998 1.0942 -0.06 -0.08 -0.10
H -0.7626 -0.7734 -1.9357 -0.15 0.05 0.07
H 0.9257 -1.6665 -0.2591 -0.22 0.07 -0.10
H -0.6240 -2.5526 -0.1951 0.24 -0.04 0.11
H -0.1999 -1.3597 1.0571 -0.10 0.05 -0.14
H -2.9635 0.2150 -1.0740 0.18 -0.02 -0.05
H -2.4313 -0.1894 0.6303 -0.02 -0.06 -0.04
H 0.1648 1.0518 0.8242 0.12 -0.13 0.19
```
Positions in Å, forces in eV/Å.

For the relative energy (zero: lowest compared OMol25 entry of this formula, charge and spin), the calculation gives 2.117 eV. The calculation puts the HOMO energy at -9.75 eV. The charge is 0. The LUMO energy is 1.034 eV. Its SMILES is C[C@H]1CO1.CO. The calculation puts the gap between HOMO and LUMO at 10.8 eV. The molar mass is 90.12 g mol⁻¹. Its max |F| is 0.5 eV/Å.

Molecular formula: C4H10O2
Method: DFT, wB97M-V/def2-TZVPD

XYZ file:
```
16
Properties=species:S:1:pos:R:3:forces:R:3
C -0.2558 -1.1616 0.9201 0.23 -0.38 0.85
O 0.5132 -2.3459 1.2272 -0.45 -0.09 -0.30
C 0.4580 -0.3843 -0.1587 0.82 -0.05 0.34
C 0.1197 1.0992 -0.2102 -2.48 -1.23 -0.42
C 0.5995 1.7825 -1.4594 1.30 0.62 0.52
O -1.3546 1.2118 -0.1701 0.68 0.06 -0.01
H -1.2907 -1.4537 0.7441 -0.01 0.24 -0.42
H -0.2664 -0.5599 1.8286 -0.09 0.17 0.10
H -0.0730 -3.1050 1.1205 0.28 0.15 0.08
H 1.5064 -0.4552 0.1424 0.18 -0.03 -0.16
H 0.4075 -0.9046 -1.1160 -0.26 0.22 -0.23
H 0.3848 1.5591 0.7397 0.46 0.27 -0.23
H 0.4100 2.8376 -1.3591 -0.21 0.50 -0.11
H 1.6903 1.6938 -1.5435 -0.12 -0.13 -0.10
H 0.1560 1.4495 -2.3916 -0.24 -0.40 0.10
H -1.6762 0.6811 -0.9073 -0.11 0.08 -0.01
```
Positions in Å, forces in eV/Å.

For the relative energy (zero: lowest compared OMol25 entry of this formula, charge and spin), the calculation gives 0.982 eV. The calculation puts the HOMO energy at -10.14 eV. The charge is 0. The LUMO energy is 0.879 eV. Its SMILES is C[C@@H](O)CCO. The calculation puts the gap between HOMO and LUMO at 11.0 eV. The molar mass is 90.12 g mol⁻¹. Its max |F| is 2.8 eV/Å.

Molecular formula: C4H10O2
Method: DFT, wB97M-V/def2-TZVPD

XYZ file:
```
16
Properties=species:S:1:pos:R:3:forces:R:3
C -1.3415 -0.2572 -0.0546 -0.10 -0.15 -0.19
O -0.9939 -0.0498 1.3169 -0.14 0.16 0.29
C 0.2743 0.4787 0.8845 0.36 0.18 0.15
C 1.4161 0.2890 1.8337 0.00 -0.03 0.11
C 0.1897 -0.3106 -0.4040 -0.03 -0.10 0.08
O -0.7212 0.0171 -3.0434 -0.21 -0.20 -0.40
H -1.9921 -1.1324 -0.1882 0.37 0.10 -0.06
H -1.8834 0.6355 -0.4263 0.29 -0.20 -0.10
H -1.0845 0.0891 -2.1556 -0.08 0.17 -0.29
H 0.1381 1.5474 0.6424 0.07 -0.08 0.16
H 1.1738 0.7550 2.7914 0.13 -0.06 0.00
H 2.3081 0.7725 1.4192 -0.10 -0.09 0.12
H 1.6213 -0.7740 1.9845 -0.01 0.11 0.06
H 0.6766 0.1436 -1.2708 -0.50 -0.05 0.12
H 0.5488 -1.3400 -0.2933 -0.04 0.17 0.17
H -0.3303 -0.8640 -3.0364 -0.01 0.07 -0.20
```
Positions in Å, forces in eV/Å.

For the relative energy (zero: lowest compared OMol25 entry of this formula, charge and spin), the calculation gives 1.925 eV. The calculation puts the HOMO energy at -9.94 eV. The charge is 0. The LUMO energy is 0.902 eV. The calculation puts the gap between HOMO and LUMO at 10.8 eV. The molar mass is 90.12 g mol⁻¹. Its max |F| is 0.5 eV/Å.

Molecular formula: C4H10O2Pr
Method: DFT, wB97M-V/def2-TZVPD

XYZ file:
```
17
Properties=species:S:1:pos:R:3:forces:R:3
C -1.9933 0.1710 -0.7077 -0.25 1.12 -0.07
O -0.7928 0.4891 -1.5387 -0.67 -0.82 -0.05
C 0.1480 1.3634 -0.9670 0.68 0.55 0.16
C 0.6865 0.8518 0.3635 -0.08 0.82 0.28
O 0.9103 -0.5503 0.2416 0.02 -0.17 -0.07
C 1.6254 -1.1179 1.3288 0.40 -0.05 0.65
H -2.8554 0.3087 -1.3778 0.22 -0.18 0.19
H -2.0808 0.9280 0.0895 0.03 -0.42 -0.14
H -0.2872 2.3647 -0.8062 0.10 -0.33 -0.13
H 0.9687 1.4468 -1.6920 -0.23 0.00 0.16
H -0.0177 1.0289 1.1910 0.19 -0.07 -0.18
H 1.6328 1.3605 0.5996 -0.22 -0.12 -0.05
H 2.6398 -0.6973 1.3672 -0.26 -0.20 0.03
H 1.1016 -0.9212 2.2764 0.19 -0.06 -0.21
H 1.6839 -2.1984 1.1565 0.09 0.15 0.08
H -2.5315 -2.9971 -0.6906 0.20 0.07 0.20
Pr -0.8384 -1.8307 -0.8342 -0.40 -0.29 -0.84
```
Positions in Å, forces in eV/Å.

For the relative energy (zero: lowest compared OMol25 entry of this formula, charge and spin), the calculation gives 0.000 eV. As for the expectation value of S²: 2.01. As for the multiplicity: 3. The calculation puts the HOMO energy (spin up / spin down) at -12.27 / -12.23 eV. The charge is +1. The LUMO energy (spin up / spin down) is -4.352 / -4.267 eV. The calculation puts the gap between HOMO and LUMO (spin up / spin down) at 7.9 / 8.0 eV. The molar mass is 231.03 g mol⁻¹. Its max |F| is 1.1 eV/Å.